(1)
{"formula": "C4H10N3", "method": "ωB97M-V/def2-TZVPD", "symbols": ["C", "C", "C", "C", "N", "N", "N", "H", "H", "H", "H", "H", "H", "H", "H", "H", "H"], "xyz": [[2.56, 0.14, 1.30], [-0.88, -1.76, -0.71], [0.33, -0.42, 0.87], [-0.52, 0.72, -1.25], [1.54, 0.30, 0.59], [-1.31, 1.65, -0.66], [-0.36, -0.65, -0.38], [3.44, 0.72, 1.07], [2.62, -0.54, 2.16], [-1.42, -1.87, -1.63], [-0.79, -2.63, -0.07], [0.47, -1.36, 1.42], [-0.32, 0.24, 1.46], [-0.90, 0.34, -2.20], [0.53, 1.03, -1.32], [-2.31, 1.61, -0.75], [-0.92, 2.34, -0.04]], "nbo_charge": [0.023, 0.102, -0.109, -0.031, -0.449, -0.815, -0.245, 0.201, 0.163, 0.222, 0.219, 0.204, 0.237, 0.205, 0.257, 0.406, 0.409], "e_lumo_ev": -4.273, "largest_force_ha_per_bohr": 0.0256, "charge": 1, "de_lowest_ev": 2.125, "smiles": "C=NC[N+](=C)CN", "e_tot_ha": -322.3825, "gap_ev": 9.757}


(2)
{"formula": "C4H10N3", "method": "ωB97M-V/def2-TZVPD", "symbols": ["C", "C", "C", "C", "N", "N", "N", "H", "H", "H", "H", "H", "H", "H", "H", "H", "H"], "xyz": [[-1.19, 1.10, -0.16], [1.25, 1.25, -0.29], [-2.39, -0.96, -0.33], [2.00, -0.84, 0.77], [-0.12, 1.79, -0.22], [-1.26, -0.18, -0.48], [1.30, -0.17, -0.28], [-1.93, 1.84, 0.07], [1.47, 1.68, -1.28], [1.85, 1.74, 0.45], [-2.60, -1.63, -1.08], [-2.18, -1.61, 0.57], [-3.34, -0.29, -0.24], [2.98, -0.49, 0.70], [1.66, -0.59, 1.72], [1.86, -1.88, 0.83], [0.64, -0.74, -0.75]], "nbo_charge": [0.159, -0.166, -0.459, -0.463, -0.235, -0.308, -0.217, 0.232, 0.298, 0.258, 0.240, 0.258, 0.209, 0.247, 0.247, 0.248, 0.452], "e_lumo_ev": [-6.351, -7.303], "largest_force_ha_per_bohr": 0.0903, "charge": 1, "de_lowest_ev": 5.634, "e_tot_ha": -322.2535, "gap_ev": [8.107, 6.980]}


(3)
{"formula": "C4H10N3", "method": "ωB97M-V/def2-TZVPD", "symbols": ["C", "C", "C", "C", "N", "N", "N", "H", "H", "H", "H", "H", "H", "H", "H", "H", "H"], "xyz": [[-1.11, 1.16, -0.26], [0.25, 1.18, -0.12], [-1.84, -0.05, -0.52], [2.29, -0.30, 0.16], [0.15, -1.26, -0.31], [-2.79, -0.48, 0.26], [0.94, -0.05, -0.55], [-1.60, 2.07, 0.15], [0.87, 2.09, -0.12], [-1.74, -0.44, -1.50], [2.52, 0.16, 1.16], [2.43, -1.37, 0.28], [3.01, 0.20, -0.53], [0.06, -1.38, 0.77], [-3.37, -1.13, -0.16], [-3.22, -0.05, 1.17], [1.25, -0.12, -1.51]], "nbo_charge": [-0.251, 0.010, 0.199, -0.435, -0.660, -0.693, -0.278, 0.270, 0.245, 0.255, 0.245, 0.259, 0.216, 0.327, 0.413, 0.444, 0.435], "e_lumo_ev": [-4.390, -4.390], "largest_force_ha_per_bohr": 0.0902, "charge": 1, "de_lowest_ev": 5.041, "e_tot_ha": -322.2753, "gap_ev": [8.067, 8.068]}


(4)
{"formula": "C4H10N3", "method": "ωB97M-V/def2-TZVPD", "symbols": ["C", "C", "C", "C", "N", "N", "N", "H", "H", "H", "H", "H", "H", "H", "H", "H", "H"], "xyz": [[-0.90, 0.17, 0.82], [0.45, 1.19, -1.26], [0.04, -0.60, 0.23], [0.24, -2.07, 0.49], [0.86, 0.19, -0.55], [-1.94, -0.30, 1.53], [1.38, 2.09, -1.66], [-0.78, 1.27, 0.81], [-0.58, 1.42, -1.27], [1.19, -2.44, 0.83], [0.03, -2.71, -0.45], [-0.46, -2.45, 1.28], [1.88, 0.08, -0.59], [-2.27, -1.18, 1.72], [-2.56, 0.51, 1.79], [1.12, 3.03, -1.99], [2.30, 1.79, -1.72]], "nbo_charge": [-0.005, 0.059, 0.283, -0.696, -0.525, -0.640, -0.764, 0.232, 0.193, 0.275, 0.277, 0.238, 0.417, 0.421, 0.422, 0.427, 0.385], "s_squared": 2.0073, "e_lumo_ev": [-2.797, -6.223], "largest_force_ha_per_bohr": 0.1283, "charge": 1, "de_lowest_ev": 0.000, "e_tot_ha": -322.3074, "multiplicity": 3, "gap_ev": [6.342, 7.875]}


(5)
{"formula": "C4H10N3O", "method": "ωB97M-V/def2-TZVPD", "symbols": ["C", "C", "C", "C", "N", "N", "N", "O", "H", "H", "H", "H", "H", "H", "H", "H", "H", "H"], "xyz": [[-2.40, -1.73, 0.13], [-0.90, -1.38, 0.16], [-0.69, 0.17, 0.05], [-2.07, 2.08, 0.05], [-3.27, -0.84, 0.04], [-1.74, 0.80, -0.29], [2.85, -0.29, -0.15], [0.49, 0.79, 0.16], [-2.74, -2.65, 0.53], [-0.51, -1.69, 1.18], [-0.23, -1.87, -0.57], [-1.20, 2.56, 0.49], [-2.51, 2.51, -0.96], [-2.77, 1.88, 0.91], [3.25, 0.53, -0.64], [3.04, -1.15, -0.65], [3.16, -0.24, 0.85], [1.28, 0.14, 0.32]], "nbo_charge": [0.009, -0.517, 0.631, -0.465, -0.016, -0.221, -1.108, -0.639, 0.275, 0.276, 0.282, 0.249, 0.254, 0.258, 0.406, 0.404, 0.400, 0.524], "e_lumo_ev": [-5.391, -6.348], "largest_force_ha_per_bohr": 0.0807, "charge": 1, "de_lowest_ev": 3.914, "e_tot_ha": -397.5354, "gap_ev": [9.311, 7.993]}


(6)
{"formula": "C4H10N3O", "method": "ωB97M-V/def2-TZVPD", "symbols": ["C", "C", "C", "C", "N", "N", "N", "O", "H", "H", "H", "H", "H", "H", "H", "H", "H", "H"], "xyz": [[2.60, 0.16, 1.28], [-0.35, 1.93, 0.71], [-0.99, 0.81, -0.10], [1.54, -0.27, -1.89], [1.99, 0.13, 0.28], [1.14, -0.27, -0.51], [-1.62, -0.11, 0.63], [-1.10, 0.92, -1.39], [3.18, 0.98, 1.86], [0.11, 2.63, 0.02], [-1.08, 2.41, 1.36], [1.71, 0.71, -2.30], [2.58, -0.72, -2.06], [0.88, -0.75, -2.65], [-2.17, -0.85, 0.29], [-1.57, -0.02, 1.59], [0.42, 1.50, 1.19], [-1.65, 0.12, -1.62]], "nbo_charge": [0.054, -0.683, 0.770, -0.471, -0.053, -0.350, -0.728, -0.563, 0.264, 0.261, 0.262, 0.207, 0.219, 0.224, 0.419, 0.423, 0.242, 0.503], "e_lumo_ev": -3.531, "largest_force_ha_per_bohr": 0.0813, "charge": 1, "de_lowest_ev": 3.894, "e_tot_ha": -397.5361, "gap_ev": 8.958}


(7)
{"formula": "C4H10N3O", "method": "ωB97M-V/def2-TZVPD", "symbols": ["C", "C", "C", "C", "N", "N", "N", "O", "H", "H", "H", "H", "H", "H", "H", "H", "H", "H"], "xyz": [[2.54, 1.94, -0.31], [1.32, 1.95, 0.54], [0.42, 0.67, 0.39], [0.29, -1.64, -0.32], [3.17, 1.11, -0.93], [0.84, -0.48, 0.12], [-2.72, -1.68, -0.42], [-0.81, 1.10, 0.82], [2.90, 3.04, -0.38], [1.79, 1.94, 1.58], [0.73, 2.81, 0.37], [0.40, -2.47, 0.41], [-0.85, -1.51, -0.54], [0.66, -1.90, -1.41], [-3.11, -0.82, -0.41], [-3.13, -2.22, 0.46], [-3.08, -2.25, -1.19], [-1.37, 0.41, 1.22]], "nbo_charge": [-0.049, -0.494, 0.630, -0.500, -0.111, -0.177, -1.038, -0.630, 0.249, 0.291, 0.273, 0.251, 0.335, 0.296, 0.370, 0.393, 0.398, 0.513], "e_lumo_ev": [-7.575, -4.342], "largest_force_ha_per_bohr": 0.1099, "charge": 1, "de_lowest_ev": 5.174, "e_tot_ha": -397.4891, "gap_ev": [5.585, 10.208]}


(8)
{"formula": "C4H10N3P", "method": "ωB97M-V/def2-TZVPD", "symbols": ["C", "C", "C", "C", "N", "N", "N", "P", "H", "H", "H", "H", "H", "H", "H", "H", "H", "H"], "xyz": [[-1.17, -0.34, 0.07], [0.02, 0.65, -0.20], [-1.83, -0.92, -1.18], [0.03, 1.74, 0.85], [-0.58, -1.44, 0.68], [0.67, -1.39, 0.52], [1.12, -0.24, 0.00], [2.90, -0.08, 0.33], [-1.86, 0.09, 0.83], [-0.01, 1.01, -1.33], [-2.61, -1.52, -0.81], [-1.11, -1.39, -1.87], [-2.01, -0.01, -1.74], [0.98, 1.83, 1.22], [-0.48, 1.43, 1.77], [-0.30, 2.72, 0.45], [3.35, -0.85, -0.71], [2.90, -1.27, 1.11]], "nbo_charge": [-0.102, -0.080, -0.608, -0.628, -0.233, -0.003, -0.516, 0.496, 0.208, 0.203, 0.230, 0.217, 0.205, 0.216, 0.214, 0.222, -0.046, 0.005], "e_lumo_ev": 1.031, "largest_force_ha_per_bohr": 0.0780, "de_lowest_ev": 0.152, "smiles": "C[C@@H]1[C@@H](C)N=NN1P", "e_tot_ha": -663.9208, "gap_ev": 9.681}


(9)
{"formula": "C4H10N3S", "method": "ωB97M-V/def2-TZVPD", "symbols": ["C", "C", "C", "C", "N", "N", "N", "S", "H", "H", "H", "H", "H", "H", "H", "H", "H", "H"], "xyz": [[0.84, -0.20, -0.54], [-4.85, -1.33, 0.69], [2.92, -1.33, 0.09], [1.57, -1.42, -0.62], [0.27, 0.79, -0.44], [-3.97, -0.87, 0.07], [-1.60, 2.48, -0.01], [-2.80, -0.29, -0.75], [-0.73, 1.81, -0.20], [-5.65, -1.77, 1.21], [3.57, -0.61, -0.40], [3.39, -2.30, 0.08], [2.79, -1.03, 1.13], [0.95, -2.22, -0.18], [1.71, -1.67, -1.68], [-2.40, 2.01, -0.46], [-1.44, 3.41, -0.42], [-1.76, 2.56, 0.99]], "nbo_charge": [0.509, 0.202, -0.585, -0.544, -0.468, -0.397, -0.928, -0.035, 0.447, 0.270, 0.227, 0.237, 0.223, 0.272, 0.274, 0.441, 0.427, 0.429], "e_lumo_ev": -2.710, "largest_force_ha_per_bohr": 0.0927, "charge": 1, "de_lowest_ev": 1.606, "e_tot_ha": -720.5714, "gap_ev": 9.531}


(10)
{"formula": "C4H10N3S", "method": "ωB97M-V/def2-TZVPD", "symbols": ["C", "C", "C", "C", "N", "N", "N", "S", "H", "H", "H", "H", "H", "H", "H", "H", "H", "H"], "xyz": [[0.07, 0.85, -1.02], [-1.30, 1.38, -0.62], [-0.06, -0.29, 1.05], [1.70, -0.96, -0.51], [0.62, -0.63, 3.28], [0.36, -0.64, 2.11], [0.33, -0.44, -0.30], [-2.45, -0.02, -0.33], [0.13, 0.65, -2.09], [0.85, 1.56, -0.75], [-1.24, 1.93, 0.32], [-1.70, 2.03, -1.39], [-3.36, 0.28, -1.26], [2.42, -0.27, -0.07], [1.81, -1.93, -0.04], [1.90, -1.05, -1.57], [0.29, -1.35, 3.90], [-0.37, -1.10, -0.70]], "nbo_charge": [-0.220, -0.535, 0.189, -0.423, -0.336, 0.038, -0.408, -0.049, 0.237, 0.240, 0.247, 0.264, 0.158, 0.241, 0.242, 0.243, 0.389, 0.484], "e_lumo_ev": -3.887, "largest_force_ha_per_bohr": 0.0379, "charge": 1, "de_lowest_ev": 4.336, "e_tot_ha": -720.4710, "gap_ev": 9.530}


(11)
{"formula": "C4H10N4", "method": "ωB97M-V/def2-TZVPD", "symbols": ["C", "C", "C", "C", "N", "N", "N", "N", "H", "H", "H", "H", "H", "H", "H", "H", "H", "H"], "xyz": [[-0.59, 0.62, -0.84], [1.45, -1.27, 0.02], [-0.29, -0.82, 0.32], [0.68, 1.26, -0.78], [-1.68, 1.46, -0.49], [-0.39, -0.28, 1.62], [-1.10, -1.81, 0.05], [1.30, 2.22, -0.39], [-0.72, 0.09, -1.78], [-2.51, 1.55, -1.06], [-2.07, 1.37, 0.44], [0.30, 0.41, 1.86], [-0.51, -0.98, 2.34], [-1.44, -1.81, -0.91], [2.30, 2.38, -0.44], [1.53, -1.72, -0.96], [2.28, -0.61, 0.25], [1.47, -2.06, 0.76]], "nbo_charge": [-0.269, -0.755, 0.458, 0.637, -0.824, -0.897, -0.904, -0.597, 0.238, 0.383, 0.400, 0.354, 0.395, 0.332, 0.438, 0.205, 0.176, 0.228], "e_lumo_ev": [-1.306, -1.305], "largest_force_ha_per_bohr": 0.0573, "de_lowest_ev": 6.302, "e_tot_ha": -377.2152, "gap_ev": [5.349, 5.350]}


(12)
{"formula": "C4H10N4", "method": "ωB97M-V/def2-TZVPD", "symbols": ["C", "C", "C", "N", "N", "N", "C", "N", "H", "H", "H", "H", "H", "H", "H", "H", "H", "H"], "xyz": [[0.30, 2.13, -0.25], [0.82, -0.40, 0.17], [-0.01, 0.67, -0.12], [-2.31, 0.74, 0.37], [2.17, -0.62, -0.17], [0.06, -2.71, -0.09], [-0.12, -1.45, 0.42], [-1.25, 0.09, -0.28], [-3.15, 0.69, -0.20], [-2.14, 1.71, 0.60], [2.63, 0.19, -0.56], [2.72, -1.00, 0.59], [-0.70, -3.37, 0.01], [0.54, -2.76, -0.98], [-0.73, -1.43, 1.32], [0.02, 2.69, 0.65], [-0.23, 2.57, -1.10], [1.37, 2.28, -0.40]], "nbo_charge": [-0.667, -0.030, 0.106, -0.678, -0.834, -0.796, 0.142, -0.303, 0.352, 0.336, 0.370, 0.369, 0.386, 0.389, 0.202, 0.216, 0.220, 0.220], "e_lumo_ev": 1.037, "largest_force_ha_per_bohr": 0.0160, "de_lowest_ev": 3.004, "smiles": "CC(=N\\N)/C(N)=C/N", "e_tot_ha": -377.3364, "gap_ev": 7.681}